a | DFT (wB97M-V/def2-TZVPD) results for C4H8ClN in the gas phase.

CARTESIAN COORDINATES (ANGSTROEM)
1 C -1.04186 -0.74039 0.02993
2 C -0.23127 -1.82490 0.66816
3 C -0.11530 -0.10392 -1.06896
4 C 0.43362 1.68085 0.50799
5 N 0.74604 0.87701 -0.72462
6 Cl 0.27918 -1.10209 -2.42207
7 H -1.84423 -1.03994 -0.59599
8 H -1.37107 -0.01066 0.86105
9 H 0.26573 -1.39833 1.50368
10 H 0.00687 -2.68551 0.02573
11 H -0.52990 1.97321 0.30793
12 H 0.46266 1.29124 1.47298
13 H 1.25443 2.46223 0.39964
14 H 1.68510 0.62116 -0.96545

Values from the calculation:
HOMO energy (alpha / beta): -6.467 / -7.829 eV
charge: 0
LUMO (alpha / beta): 0.4 / 0.8 eV

***

b | DFT (wB97M-V/def2-TZVPD) results for C4H8ClN in the gas phase.

CARTESIAN COORDINATES (ANGSTROEM)
1 C -1.83388 -0.74414 0.32096
2 N -0.62633 -1.05318 -0.71494
3 C 0.25234 0.27587 -0.70388
4 C 0.89688 1.07509 0.46814
5 C 1.66733 0.43565 -0.54878
6 Cl 2.56244 -1.06209 0.09987
7 H -2.45670 -1.63533 0.64462
8 H -1.41949 -0.11877 1.25665
9 H -2.76646 -0.35251 -0.10702
10 H 0.03657 -1.58852 -0.25010
11 H -0.07364 0.99975 -1.57575
12 H 0.62374 2.11671 0.97805
13 H 0.94951 0.55602 1.31038
14 H 2.18770 1.09545 -1.17819

Values from the calculation:
structure (SMILES): CN[C@H]1C[C@H]1Cl
HOMO energy: -9.592 eV
charge: 0
LUMO: 0.9 eV

***

Among the structures shown above, b is the most stable, with the second-best lying 17.8 kJ/mol higher.